C26H24N7O2PrS2 as an isolated structure at a distorted geometry. Source: OMol25; level of theory: ωB97M-V/def2-TZVPD.

Calculated values
**LUMO energy (alpha / beta)**: -5.41 / -5.33 eV
**E_tot**: -77606.7753 eV
**Net charge**: +2
**Highest occupied orbital energy (alpha / beta)**: -12.488 / -12.488 eV
**Spin multiplicity**: 3
**Frontier orbital gap (alpha / beta)**: 7.08 / 7.16 eV

```
62
Properties=species:S:1:pos:R:3:forces:R:3:mulliken_charge:R:1
Pr 0.0884 0.0176 -0.4661 -1.0 0.0 1.5 1.018
C -0.8929 -1.2402 2.8317 -0.1 -0.2 0.1 -1.056
N -0.2349 0.0110 2.4026 0.3 0.0 0.2 -0.035
C -0.9111 1.2456 2.8526 -0.1 0.2 0.1 -1.062
C -1.5381 1.9931 1.7124 0.1 -0.1 0.0 0.378
N -1.2016 1.7892 0.4477 -0.3 0.5 0.7 0.018
C -1.9445 2.6956 -0.2953 -0.5 0.5 0.1 0.953
C -1.9615 2.8993 -1.6712 0.1 -0.1 0.1 -0.698
C -2.7873 3.9050 -2.1324 0.1 -0.1 -0.1 -0.860
C -3.5768 4.6658 -1.2600 0.0 0.0 0.1 -0.533
C -3.5771 4.4588 0.1056 0.1 -0.1 0.1 -1.032
C -2.7391 3.4590 0.5800 0.3 -0.2 -1.0 0.477
N -2.4534 2.9737 1.8422 0.2 -0.2 0.2 -0.047
C -1.5313 -1.9719 1.6870 0.1 0.1 0.0 0.420
N -1.1858 -1.7820 0.4219 -0.3 -0.4 0.6 0.044
C -1.9415 -2.6825 -0.3180 -0.5 -0.5 0.1 0.744
C -1.9565 -2.9048 -1.6912 0.1 0.1 0.1 -0.617
C -2.7986 -3.9000 -2.1455 0.1 0.1 -0.1 -0.831
C -3.6089 -4.6346 -1.2699 0.0 0.0 0.1 -0.513
C -3.6099 -4.4121 0.0930 0.0 0.1 0.1 -1.031
C -2.7539 -3.4243 0.5602 0.3 0.2 -1.0 0.509
N -2.4645 -2.9347 1.8194 0.2 0.2 0.2 -0.044
H -1.6565 -1.0498 3.5962 0.2 0.0 0.0 0.353
H -0.1478 -1.9103 3.2797 -0.1 0.1 0.0 0.417
H 0.7102 0.0140 2.7873 -0.3 0.0 -0.1 0.109
H -0.1816 1.9127 3.3299 -0.1 -0.2 0.0 0.422
H -1.6857 1.0291 3.5992 0.2 0.0 0.0 0.391
H -1.3346 2.2935 -2.3313 -0.2 0.3 0.0 0.414
H -2.8279 4.1214 -3.1875 0.0 0.0 -0.1 0.452
H -4.2006 5.4440 -1.6708 -0.1 0.0 0.0 0.412
H -4.1915 5.0465 0.7675 -0.1 0.1 0.1 0.430
H -2.8586 3.3213 2.6987 0.1 -0.1 0.0 0.243
H -1.3145 -2.3250 -2.3569 -0.2 -0.2 0.0 0.442
H -2.8350 -4.1287 -3.1982 0.0 0.0 -0.1 0.462
H -4.2465 -5.4045 -1.6752 -0.1 0.0 0.0 0.413
H -4.2376 -4.9802 0.7597 -0.1 -0.1 0.1 0.428
H -2.8769 -3.2711 2.6770 0.1 0.1 0.0 0.244
O -0.0979 -0.6163 -5.0898 -0.4 -0.1 0.2 -0.692
C 1.2003 -0.3492 -5.3241 0.5 0.2 0.2 0.462
C 1.6678 -0.4365 -6.6356 -0.2 0.0 0.1 -0.793
C 2.9839 -0.1581 -6.9295 -0.2 0.0 0.1 -0.360
C 3.8682 0.2115 -5.9192 0.1 0.0 0.1 -0.890
C 3.4327 0.2728 -4.6179 -0.1 0.0 -0.1 -0.501
C 2.0960 -0.0095 -4.2907 -0.3 0.0 -0.3 0.391
C 1.6840 -0.0069 -2.8872 1.7 -0.1 0.1 0.865
O 0.4004 -0.0369 -2.5597 -0.4 -0.1 -0.9 -0.354
N 2.6597 -0.0162 -2.0173 -0.1 0.0 -1.0 -0.497
N 2.3879 -0.0250 -0.6515 1.1 -0.1 0.4 -0.049
C 3.5045 -0.1716 0.0126 -0.3 0.1 -0.1 0.239
S 3.5123 -0.2090 1.7571 0.2 -0.1 -0.2 -0.142
C 5.3145 0.0952 1.8640 -0.2 0.2 0.1 -0.600
C 5.9603 -0.6579 0.7276 -0.2 -0.1 -0.4 -0.590
S 5.0145 -0.3141 -0.8121 0.1 0.0 0.5 0.051
H -0.2698 -0.4717 -4.1399 0.0 0.0 -0.5 0.404
H 0.9706 -0.7245 -7.4054 -0.1 0.0 -0.1 0.472
H 3.3282 -0.2205 -7.9499 0.0 0.0 -0.1 0.416
H 4.8936 0.4434 -6.1579 0.1 0.0 0.0 0.426
H 4.1071 0.5460 -3.8226 0.1 0.0 0.0 0.426
H 5.6548 -0.2518 2.8382 0.0 0.0 0.0 0.405
H 5.4606 1.1726 1.7777 0.1 -0.1 0.0 0.327
H 5.9479 -1.7361 0.8927 0.0 0.1 0.0 0.336
H 6.9846 -0.3306 0.5621 0.0 0.0 0.0 0.413
```
Forces are in eV/Å.